A molecular structure, C4H6BaO3. Source: OMol25; level of theory: wB97M-V/def2-TZVPD.

```
14
C4H6BaO3 | OMol25 | wB97M-V/def2-TZVPD
H 0.86823 1.02817 4.54896
C -0.02608 1.92055 4.75933
H -0.89861 1.89763 5.43183
H 0.61891 2.80073 4.91059
C -0.09477 1.22874 3.59829
O -1.10709 0.01907 -1.54573
C -0.87885 -1.22655 -1.58863
O -0.47971 -1.83121 -0.55110
Ba -0.41937 0.46778 0.91520
O -1.10522 -1.85546 -2.71695
C -0.90190 -3.27082 -2.75338
H 0.14533 -3.50936 -2.53647
H -1.55815 -3.76687 -2.02955
H -1.15686 -3.58150 -3.76953
```

- HOMO-LUMO gap (spin up / spin down) (eV) = 8.43 / 7.59
- HOMO (spin up / spin down) (eV) = -12.795 / -12.794
- strongest force on any atom (eV Å⁻¹) = 2.33
- charge = +1
- LUMO (spin up / spin down) (eV) = -4.363 / -5.204
- spin multiplicity = 2
- energy above the lowest of the compared OMol25 structures with the same formula, charge and spin (kcal/mol) = 30.4

=====

2 unconnected molecules or ions with the total composition C11H17ClFN4O2S. Source: OMol25; level of theory: wB97M-V/def2-TZVPD.

```
37
C11H17ClFN4O2S | OMol25 | wB97M-V/def2-TZVPD
Cl -2.57907 1.32077 -4.81148
C -2.76743 -0.03612 -3.72772
N -1.97429 0.03332 -2.49411
C -0.44602 0.02813 -2.75972
C 0.27640 0.02901 -1.44502
N -0.71865 -0.03104 -0.32886
F 1.79934 0.14073 1.99422
C -1.52631 -1.29128 -0.39172
C -2.30222 -1.26366 -1.71362
C -1.57764 1.20085 -0.30980
C -2.37655 1.23381 -1.58811
H -3.82950 -0.10070 -3.50453
H -2.50280 -0.91836 -4.30445
H -0.27391 -0.89857 -3.31599
H -0.26808 0.92736 -3.34505
H 0.89547 -0.88146 -1.36630
H 0.82714 0.97721 -1.33091
H -0.80127 -2.14884 -0.40400
H -2.25429 -1.30552 0.46788
H -3.39217 -1.22644 -1.52825
H -1.95898 -2.08724 -2.36737
H -2.26045 1.12514 0.56916
H -0.87585 2.06109 -0.26741
H -2.15042 2.11677 -2.18608
H -3.44565 1.08126 -1.39334
C 1.57852 0.03863 3.36511
C 2.25452 -1.31838 3.65765
O 1.67048 -2.40609 3.60563
N 3.66131 -1.19411 3.47919
C 4.43191 -0.04279 3.39138
S 6.08311 -0.03913 3.08607
N 3.72442 1.16920 3.56813
C 2.32097 1.33572 3.83243
O 1.79476 2.43619 3.96970
H 0.52639 -0.00509 3.57198
H 4.17465 -2.02056 3.10768
H 4.26216 1.96014 3.21762
```

- HOMO-LUMO gap (eV) = 8.31
- HOMO (eV) = -11.212
- strongest force on any atom (eV Å⁻¹) = 3.20
- charge = +1
- LUMO (eV) = -2.904

=====

Look up the strongest force on any atom of the first one.
2.33 eV Å⁻¹